(1)
The following is a DFT calculation (the ωB97M-V functional and the def2-TZVPD basis) of a gas-phase ion, C5H13N2 (charge +1).

Properties
* HOMO level: -0.5707 hartree
* largest force on an atom: 0.0638 hartree/bohr
* gap between HOMO and LUMO: 11.99 eV
* LUMO level: -3.545 eV
* energy above the lowest of the compared OMol25 structures with the same formula, charge and spin: 31.2 kcal/mol
* charge: +1
* SMILES: CC(C)(C)C(N)=[NH2+]

Each atom is followed by the atoms it is bonded to, with distances in Å.
Geometry (Å):
1 C -0.40553 -0.02199 0.04637  C2 1.519, C3 1.529, C4 1.604, C5 1.537
2 C 1.11137 0.05189 0.02401  C1 1.519, N6 1.311, N7 1.376
3 C -0.96064 1.22317 0.73912  C1 1.529, H8 1.041, H9 1.061, H10 1.090
4 C -0.96158 -1.38954 0.67233  C1 1.604, H11 1.043, H12 1.107, H13 1.110
5 C -0.85379 0.07324 -1.42062  C1 1.537, H14 1.086, H15 1.032, H16 1.025
6 N 1.73825 1.15561 0.35082  C2 1.311, H17 0.953, H18 0.959
7 N 1.81632 -1.08027 -0.31467  C2 1.376, H19 1.061, H20 1.040
8 H -1.06041 1.16496 1.77379  C3 1.041
9 H -1.96640 1.34116 0.42336  C3 1.061
10 H -0.67959 2.26370 0.57552  C3 1.090
11 H -1.98536 -1.24849 0.53245  C4 1.043
12 H -0.62912 -1.57110 1.71208  C4 1.107
13 H -0.58861 -2.23569 0.05877  C4 1.110
14 H -0.38979 -0.72925 -1.98640  C5 1.086
15 H -0.56190 1.00471 -1.75601  C5 1.032
16 H -1.87418 -0.01601 -1.46908  C5 1.025
17 H 1.22380 1.95788 0.35234  N6 0.953
18 H 2.67780 1.21150 0.53512  N6 0.959
19 H 2.84136 -1.19809 -0.06942  N7 1.061
20 H 1.50801 -1.95739 -0.77988  N7 1.040

(2)
The following is a DFT calculation (the ωB97M-V functional and the def2-TZVPD basis) of a gas-phase ion, C5H13N2 (charge +1).

Properties
* HOMO level: -0.4570 hartree
* largest force on an atom: 0.0704 hartree/bohr
* gap between HOMO and LUMO: 9.34 eV
* LUMO level: -3.098 eV
* energy above the lowest of the compared OMol25 structures with the same formula, charge and spin: 61.2 kcal/mol
* charge: +1
* SMILES: C=C(N)C[C@H](C)[NH3+]

Each atom is followed by the atoms it is bonded to, with distances in Å.
Geometry (Å):
1 C 1.35964 1.52074 -1.20994  C2 1.522, H8 1.082, H9 1.096, H10 1.091
2 C -0.02155 1.19156 -0.66249  C1 1.522, C3 1.575, N7 1.636, H11 1.104
3 C -0.46952 -0.27553 -1.01857  C2 1.575, C4 1.509, H12 1.071, H13 1.096
4 C -0.36424 -1.22339 0.15097  C3 1.509, C5 1.355, N6 1.397
5 C 0.77744 -1.90000 0.42251  C4 1.355, H14 1.107, H15 1.119
6 N -1.37765 -1.11893 1.10666  C4 1.397, H16 1.021, H17 1.013
7 N -0.02251 1.35830 0.96488  C2 1.636, H18 1.020, H19 1.014, H20 1.035
8 H 2.13005 0.84719 -0.85736  C1 1.082
9 H 1.67415 2.54999 -1.00267  C1 1.096
10 H 1.33393 1.44877 -2.29819  C1 1.091
11 H -0.79497 1.84837 -1.09839  C2 1.104
12 H -1.46848 -0.39977 -1.38550  C3 1.071
13 H 0.29176 -0.59623 -1.73929  C3 1.096
14 H 1.81338 -1.51566 0.34979  C5 1.107
15 H 0.87041 -2.83733 1.02665  C5 1.119
16 H -2.38971 -1.08820 0.97633  N6 1.021
17 H -1.11516 -1.73409 1.86740  N6 1.013
18 H 0.91263 1.07315 1.25567  N7 1.020
19 H -0.12725 2.33932 1.19873  N7 1.014
20 H -0.61308 0.54949 1.22592  N7 1.035

(3)
The following is a DFT calculation (the ωB97M-V functional and the def2-TZVPD basis) of a gas-phase ion, C5H13N2 (charge +1).

Properties
* HOMO level: -0.5430 hartree
* largest force on an atom: 0.0845 hartree/bohr
* gap between HOMO and LUMO: 11.39 eV
* LUMO level: -3.383 eV
* energy above the lowest of the compared OMol25 structures with the same formula, charge and spin: 110.6 kcal/mol
* charge: +1
* SMILES: CC[N@+]1(C)N[C@H]1C

Each atom is followed by the atoms it is bonded to, with distances in Å.
Geometry (Å):
1 C -1.01316 0.04242 1.05558  C2 1.550, N6 1.398, N7 1.727, H8 1.060
2 C -0.65241 1.34057 1.82199  C1 1.550, H9 1.057, H10 1.114, H11 1.081
3 C -0.23655 -0.23195 -2.25719  C5 1.523, H12 1.093, H13 1.045, H14 1.144
4 C 1.46936 0.21491 0.16430  N7 1.466, H15 1.081, H16 1.100, H17 1.143
5 C -0.10291 -1.24074 -1.12455  C3 1.523, N7 1.399, H18 1.113, H19 1.034
6 N -0.28806 -1.13795 1.24449  C1 1.398, N7 1.406, H20 0.991
7 N 0.25058 -0.59400 0.06482  C1 1.727, C4 1.466, C5 1.399, N6 1.406
8 H -1.84020 -0.11269 0.41098  C1 1.060
9 H -0.40453 1.93448 0.98333  C2 1.057
10 H 0.07631 1.06826 2.61954  C2 1.114
11 H -1.45886 1.78478 2.38780  C2 1.081
12 H 0.55740 0.51580 -2.18582  C3 1.093
13 H -0.07081 -0.63248 -3.20779  C3 1.045
14 H -1.28650 0.20955 -2.36268  C3 1.144
15 H 1.11453 1.17452 -0.18316  C4 1.081
16 H 1.78275 0.41711 1.19918  C4 1.100
17 H 2.36770 -0.12513 -0.45457  C4 1.143
18 H 0.56976 -2.11891 -1.25001  C5 1.113
19 H -1.08063 -1.54696 -0.98705  C5 1.034
20 H 0.24623 -0.96162 2.06080  N6 0.991

(4)
The following is a DFT calculation (the ωB97M-V functional and the def2-TZVPD basis) of a gas-phase ion, C5H13N2 (charge +1).

Properties
* HOMO level: -0.5337 hartree
* largest force on an atom: 0.0836 hartree/bohr
* gap between HOMO and LUMO: 11.22 eV
* LUMO level: -3.304 eV
* energy above the lowest of the compared OMol25 structures with the same formula, charge and spin: 37.5 kcal/mol
* charge: +1
* SMILES: CCCC/[NH+]=C\N

Each atom is followed by the atoms it is bonded to, with distances in Å.
Geometry (Å):
1 C -2.54353 0.77510 -0.09196  C2 1.542, H8 1.088, H9 1.104, H10 1.102
2 C -1.86842 -0.20250 0.89077  C1 1.542, C3 1.486, H11 1.097, H12 1.161
3 C -0.44075 0.04444 1.21891  C2 1.486, C4 1.527, H13 1.118, H14 1.158
4 C 0.53585 -0.66897 0.28696  C3 1.527, N7 1.495, H15 1.125, H16 1.113
5 N 3.04950 -0.72014 -1.10163  C6 1.310, H17 1.002, H18 1.009
6 C 2.18235 0.24873 -1.26367  N5 1.310, N7 1.301, H19 1.075
7 N 0.99011 0.31181 -0.74562  C4 1.495, C6 1.301, H20 1.011
8 H -1.96731 0.83808 -1.01279  C1 1.088
9 H -2.79631 1.78032 0.28779  C1 1.104
10 H -3.43274 0.19721 -0.39278  C1 1.102
11 H -2.09981 -1.26737 0.76850  C2 1.097
12 H -2.48598 0.04167 1.84313  C2 1.161
13 H -0.09293 -0.09501 2.27205  C3 1.118
14 H -0.21819 1.17817 1.13680  C3 1.158
15 H 1.47453 -0.92763 0.84973  C4 1.125
16 H 0.11987 -1.52551 -0.28866  C4 1.113
17 H 2.89759 -1.46717 -0.45060  N5 1.002
18 H 3.93578 -0.61109 -1.57181  N5 1.009
19 H 2.41341 0.98779 -2.00954  C6 1.075
20 H 0.34695 1.08207 -0.62558  N7 1.011

(5)
The following is a DFT calculation (the ωB97M-V functional and the def2-TZVPD basis) of 2 unconnected molecules or ions with the total composition C5H13N2.

Properties
* HOMO level: -0.5375 hartree
* largest force on an atom: 0.0886 hartree/bohr
* gap between HOMO and LUMO: 9.74 eV
* LUMO level: -4.884 eV
* energy above the lowest of the compared OMol25 structures with the same formula, charge and spin: 60.1 kcal/mol
* charge: +1

Each atom is followed by the atoms it is bonded to, with distances in Å.
Geometry (Å):
1 C -0.59581 -2.72611 -0.38887  C2 1.372, H8 1.068, H9 1.097
2 C 0.15860 -1.61451 -0.11115  C1 1.372, C5 1.433, H10 1.079
3 C -2.36618 1.51214 -0.10410  C4 1.619, H11 1.011, H12 1.104, H13 1.111
4 C -1.84235 0.02159 0.24871  C3 1.619, C5 1.595, H14 1.122, H15 1.051
5 C -0.29302 -0.33960 0.36339  C2 1.433, C4 1.595, N6 1.324
6 N 0.61528 0.62100 0.43158  C5 1.324, H16 1.029, H20 1.042
7 N 3.34936 0.63706 -0.11441  H17 0.986, H18 0.986, H19 1.004
8 H -0.18790 -3.67121 -0.67284  C1 1.068
9 H -1.62821 -2.72757 -0.01866  C1 1.097
10 H 1.13552 -1.65115 -0.56892  C2 1.079
11 H -3.31102 1.42847 -0.45442  C3 1.011
12 H -2.26177 2.44800 0.47282  C3 1.104
13 H -1.82942 1.64737 -1.06715  C3 1.111
14 H -2.22086 -0.47133 1.18301  C4 1.122
15 H -2.29202 -0.51694 -0.53390  C4 1.051
16 H 0.43433 1.57251 0.78049  N6 1.029
17 H 3.17038 0.58630 -1.08248  N7 0.986
18 H 3.60601 1.58105 0.01028  N7 0.986
19 H 4.14418 0.12954 0.23120  N7 1.004
20 H 1.63681 0.48806 0.27278  N6 1.042

(6)
The following is a DFT calculation (the ωB97M-V functional and the def2-TZVPD basis) of a gas-phase ion, C5H13N2 (charge +1).

Properties
* HOMO level (alpha / beta): -0.3944 / -0.3945 hartree
* largest force on an atom: 0.0556 hartree/bohr
* gap between HOMO and LUMO (alpha / beta): 7.12 / 7.12 eV
* LUMO level (alpha / beta): -3.616 / -3.616 eV
* energy above the lowest of the compared OMol25 structures with the same formula, charge and spin: 105.6 kcal/mol
* charge: +1

Each atom is followed by the atoms it is bonded to, with distances in Å.
Geometry (Å):
1 C -0.18785 0.14326 -1.23321  C2 1.470, C3 1.496, H8 1.095, H9 1.028
2 C 1.12895 0.24799 -0.58900  C1 1.470, C4 1.465, N6 1.338
3 C -1.19881 -0.26177 -0.20808  C1 1.496, C5 1.510, N7 1.579
4 C 1.67208 1.46846 0.01313  C2 1.465, H10 1.171, H11 1.060, H12 1.046
5 C -1.00455 -1.53153 0.58631  C3 1.510, H13 1.118, H14 1.130, H15 1.153
6 N 1.64412 -0.97057 -0.38769  C2 1.338, H16 0.968, H17 0.987
7 N -1.80243 0.80565 0.78619  C3 1.579, H18 1.032, H19 1.042, H20 1.024
8 H -0.27336 1.07670 -1.79989  C1 1.095
9 H -0.26285 -0.67377 -1.85220  C1 1.028
10 H 1.61213 2.41938 -0.66770  C4 1.171
11 H 2.68723 1.30779 0.27302  C4 1.060
12 H 1.16170 1.73721 0.88580  C4 1.046
13 H -1.23838 -2.44078 -0.02066  C5 1.118
14 H -1.77269 -1.75016 1.38582  C5 1.130
15 H 0.06101 -1.59887 1.02218  C5 1.153
16 H 2.48921 -1.36263 -0.12607  N6 0.968
17 H 1.23219 -1.61854 -1.00803  N6 0.987
18 H -1.92779 1.64925 0.20461  N7 1.032
19 H -1.28959 0.89424 1.68867  N7 1.042
20 H -2.73032 0.45867 1.04680  N7 1.024

Which value of largest force on an atom does entry 3 give?
0.0845 hartree/bohr

Copy entry 2 word for word.
The following is a DFT calculation (the ωB97M-V functional and the def2-TZVPD basis) of a gas-phase ion, C5H13N2 (charge +1).

Properties
* HOMO level: -0.4570 hartree
* largest force on an atom: 0.0704 hartree/bohr
* gap between HOMO and LUMO: 9.34 eV
* LUMO level: -3.098 eV
* energy above the lowest of the compared OMol25 structures with the same formula, charge and spin: 61.2 kcal/mol
* charge: +1
* SMILES: C=C(N)C[C@H](C)[NH3+]

Each atom is followed by the atoms it is bonded to, with distances in Å.
Geometry (Å):
1 C 1.35964 1.52074 -1.20994  C2 1.522, H8 1.082, H9 1.096, H10 1.091
2 C -0.02155 1.19156 -0.66249  C1 1.522, C3 1.575, N7 1.636, H11 1.104
3 C -0.46952 -0.27553 -1.01857  C2 1.575, C4 1.509, H12 1.071, H13 1.096
4 C -0.36424 -1.22339 0.15097  C3 1.509, C5 1.355, N6 1.397
5 C 0.77744 -1.90000 0.42251  C4 1.355, H14 1.107, H15 1.119
6 N -1.37765 -1.11893 1.10666  C4 1.397, H16 1.021, H17 1.013
7 N -0.02251 1.35830 0.96488  C2 1.636, H18 1.020, H19 1.014, H20 1.035
8 H 2.13005 0.84719 -0.85736  C1 1.082
9 H 1.67415 2.54999 -1.00267  C1 1.096
10 H 1.33393 1.44877 -2.29819  C1 1.091
11 H -0.79497 1.84837 -1.09839  C2 1.104
12 H -1.46848 -0.39977 -1.38550  C3 1.071
13 H 0.29176 -0.59623 -1.73929  C3 1.096
14 H 1.81338 -1.51566 0.34979  C5 1.107
15 H 0.87041 -2.83733 1.02665  C5 1.119
16 H -2.38971 -1.08820 0.97633  N6 1.021
17 H -1.11516 -1.73409 1.86740  N6 1.013
18 H 0.91263 1.07315 1.25567  N7 1.020
19 H -0.12725 2.33932 1.19873  N7 1.014
20 H -0.61308 0.54949 1.22592  N7 1.035

What did the sixth record say?
The following is a DFT calculation (the ωB97M-V functional and the def2-TZVPD basis) of a gas-phase ion, C5H13N2 (charge +1).

Properties
* HOMO level (alpha / beta): -0.3944 / -0.3945 hartree
* largest force on an atom: 0.0556 hartree/bohr
* gap between HOMO and LUMO (alpha / beta): 7.12 / 7.12 eV
* LUMO level (alpha / beta): -3.616 / -3.616 eV
* energy above the lowest of the compared OMol25 structures with the same formula, charge and spin: 105.6 kcal/mol
* charge: +1

Each atom is followed by the atoms it is bonded to, with distances in Å.
Geometry (Å):
1 C -0.18785 0.14326 -1.23321  C2 1.470, C3 1.496, H8 1.095, H9 1.028
2 C 1.12895 0.24799 -0.58900  C1 1.470, C4 1.465, N6 1.338
3 C -1.19881 -0.26177 -0.20808  C1 1.496, C5 1.510, N7 1.579
4 C 1.67208 1.46846 0.01313  C2 1.465, H10 1.171, H11 1.060, H12 1.046
5 C -1.00455 -1.53153 0.58631  C3 1.510, H13 1.118, H14 1.130, H15 1.153
6 N 1.64412 -0.97057 -0.38769  C2 1.338, H16 0.968, H17 0.987
7 N -1.80243 0.80565 0.78619  C3 1.579, H18 1.032, H19 1.042, H20 1.024
8 H -0.27336 1.07670 -1.79989  C1 1.095
9 H -0.26285 -0.67377 -1.85220  C1 1.028
10 H 1.61213 2.41938 -0.66770  C4 1.171
11 H 2.68723 1.30779 0.27302  C4 1.060
12 H 1.16170 1.73721 0.88580  C4 1.046
13 H -1.23838 -2.44078 -0.02066  C5 1.118
14 H -1.77269 -1.75016 1.38582  C5 1.130
15 H 0.06101 -1.59887 1.02218  C5 1.153
16 H 2.48921 -1.36263 -0.12607  N6 0.968
17 H 1.23219 -1.61854 -1.00803  N6 0.987
18 H -1.92779 1.64925 0.20461  N7 1.032
19 H -1.28959 0.89424 1.68867  N7 1.042
20 H -2.73032 0.45867 1.04680  N7 1.024